Record 1
{
  "formula": "C3H4N2OS",
  "method": "the ωB97M-V functional and the def2-TZVPD basis",
  "elements": ["S", "O", "N", "N", "C", "C", "C", "H", "H", "H", "H"],
  "coordinates": [[-0.36346, 0.76943, -1.25826], [3.50989, 0.65909, -0.29781], [2.64961, -0.01672, 0.09266], [-0.04387, -2.20904, 0.97033], [0.75662, -1.44751, 0.73840], [-1.78730, 0.81582, -0.05882], [1.58803, -0.47590, 0.32451], [-1.74602, 1.69159, 0.54304], [-1.65639, -0.04511, 0.56581], [-2.77076, 0.84380, -0.47168], [-0.13635, -0.58545, -1.14817]],
  "mulliken_charge": [-0.17, -0.50, 0.42, -0.46, 0.33, -0.65, 0.02, 0.28, 0.22, 0.31, 0.18],
  "homo_ev": [-6.55, -9.78],
  "e_lumo_ev": [0.46, -3.26],
  "s2": 2.012,
  "multiplicity": 3,
  "de_lowest_ev": 4.387,
  "e_tot_ev": -19030.9747,
  "homo_lumo_gap_ev": [7.01, 6.52]
}

=====

Record 2
{
  "formula": "C20H31N4O5",
  "method": "the ωB97M-V functional and the def2-TZVPD basis",
  "elements": ["O", "O", "O", "O", "O", "N", "N", "N", "N", "C", "C", "C", "C", "C", "C", "C", "C", "C", "C", "C", "C", "C", "C", "C", "C", "C", "C", "C", "C", "H", "H", "H", "H", "H", "H", "H", "H", "H", "H", "H", "H", "H", "H", "H", "H", "H", "H", "H", "H", "H", "H", "H", "H", "H", "H", "H", "H", "H", "H", "H"],
  "coordinates": [[2.58108, -2.47328, 2.89394], [0.62448, -2.14815, 4.34713], [1.98559, -4.09962, -0.74239], [3.24322, -3.15638, -2.11082], [-1.72062, 0.53361, -4.35481], [2.63669, -2.96158, -1.04581], [-0.98877, -0.28035, -0.86904], [0.20291, 0.62985, -5.52415], [-1.78472, 0.59421, -6.60618], [-0.68577, -2.61756, -2.26453], [0.37737, -2.35571, 0.38463], [0.12130, 1.21805, 3.00915], [1.30047, -2.04128, 3.01488], [-2.32399, -2.95269, -2.24104], [2.86247, 1.15973, 2.62564], [-1.51035, 2.17222, 0.12259], [-1.03581, 0.79514, 4.13908], [0.14543, 3.03044, -1.92248], [-3.12497, 1.96100, 0.50461], [1.61392, 1.27453, 3.68034], [-3.69831, -3.30360, -2.07670], [0.53706, -1.35931, 1.71510], [-0.03461, 0.21252, 1.72528], [-1.13804, 0.58279, -5.42664], [0.96372, -3.88869, 0.30572], [-1.38626, 2.77557, -1.39614], [-0.42874, -1.69938, -0.89545], [4.19723, 0.73151, 3.53736], [-0.82030, 0.68260, 0.32531], [-1.51696, 0.01189, -1.74548], [-2.03167, 2.10807, -2.14629], [-4.73667, -3.42894, -1.50103], [2.75906, 0.32251, 1.81484], [0.72802, 0.62313, -4.65942], [-0.15514, 2.33463, 2.70556], [-1.92440, 3.84048, -1.41034], [0.02459, -4.60735, 0.16038], [4.08286, -0.36190, 4.00131], [-1.47034, 1.81702, 4.57238], [-0.46585, -1.98184, -3.24423], [-1.11912, 2.98869, 0.86354], [5.19516, 0.73048, 2.88215], [-3.17343, 1.03180, 1.25241], [-1.32246, 0.63445, -7.49883], [-1.95076, 0.29499, 3.56759], [-3.76949, 1.64081, -0.43183], [1.69886, 2.32910, 4.22764], [4.35771, 1.44971, 4.46395], [3.16073, 2.16444, 2.09555], [0.70061, 0.67061, -6.39745], [-0.08114, -3.62182, -2.26636], [0.62284, 1.99033, -2.18563], [0.60378, -3.11343, 4.64630], [0.08124, 3.72214, -2.89295], [-2.79536, 0.56003, -6.57751], [1.46692, -4.25778, 1.32273], [-3.57534, 2.86685, 1.09710], [0.75530, 3.62774, -1.11944], [-0.61100, 0.12968, 5.00280], [1.74977, 0.46729, 4.54597]],
  "mulliken_charge": [-0.43, -0.46, -0.15, -0.44, -0.61, 0.36, 0.30, -0.36, -0.44, -0.26, 0.09, 0.30, -0.19, -0.05, -0.14, 0.21, -1.10, -0.83, -1.11, -0.98, -0.52, 0.45, 0.66, 0.68, -0.64, -0.72, 0.23, -1.03, -0.62, 0.23, 0.23, 0.33, 0.13, 0.20, 0.37, 0.39, 0.32, 0.21, 0.33, 0.21, 0.38, 0.32, 0.29, 0.15, 0.28, 0.29, 0.39, 0.30, 0.35, 0.17, 0.39, 0.09, 0.35, 0.32, 0.23, 0.33, 0.32, 0.30, 0.29, 0.26],
  "homo_ev": -12.17,
  "total_charge": 1,
  "e_lumo_ev": -4.82,
  "e_tot_ev": -37415.1291,
  "homo_lumo_gap_ev": 7.35
}